The following is a DFT calculation (ωB97M-V/def2-TZVPD) of a molecular structure, C57H62MgN3O7P2 in a non-equilibrium geometry.

## Properties
Largest force on an atom (eV/Å): 2.20
Charge: +1
Relative energy (zero: lowest compared OMol25 entry of this formula, charge and spin) (kcal per mole): 41.8

Geometry (Å):
Mg1 -0.65272 0.24138 0.05504
O1 0.96344 0.79008 -0.95503
P1 1.49810 1.97381 -1.66577
C1 0.91675 3.59359 -1.01738
P2 -0.68011 3.39612 -0.09354
O2 -1.38621 2.15016 -0.46237
C2 -1.62572 4.87540 -0.54815
C3 -1.08425 6.13400 -0.30158
C4 -1.83124 7.26573 -0.56540
C5 -3.11285 7.14193 -1.08270
C6 -3.64607 5.89061 -1.34234
C7 -2.90386 4.75260 -1.07168
C8 -0.14927 3.75197 1.61210
C9 1.10856 3.33256 2.02363
C10 1.67639 3.85985 3.17124
C11 0.98879 4.80920 3.91087
C12 -0.29601 5.17723 3.53863
C13 -0.86427 4.65597 2.39076
C14 3.30040 1.99810 -1.57390
C15 4.03441 3.08387 -2.03800
C16 5.41487 3.03171 -2.01425
C17 6.05829 1.90034 -1.53415
C18 5.32555 0.82178 -1.06443
C19 3.94270 0.87059 -1.08245
C20 1.07863 2.15674 -3.43183
C21 2.05184 2.06542 -4.41745
C22 1.74850 2.40218 -5.72611
C23 0.47152 2.82478 -6.05704
C24 -0.50995 2.89535 -5.07930
C25 -0.20637 2.57309 -3.76877
H1 0.74896 4.27276 -1.85707
H2 1.68505 4.02369 -0.37401
H3 -0.09196 6.21824 0.12097
H4 -1.42240 8.24363 -0.35924
H5 -3.69997 8.02611 -1.27903
H6 -4.64321 5.79914 -1.74573
H7 -3.30582 3.76307 -1.24520
H8 1.62784 2.57396 1.45080
H9 2.66381 3.54654 3.47669
H10 1.43851 5.23834 4.79357
H11 -0.85369 5.88353 4.13410
H12 -1.86152 4.95314 2.09697
H13 3.52317 3.95464 -2.42584
H14 5.99066 3.86941 -2.37753
H15 7.13655 1.86188 -1.52808
H16 5.83233 -0.05572 -0.69142
H17 3.33997 0.04904 -0.71878
H18 3.05398 1.75838 -4.15261
H19 2.51572 2.35135 -6.48434
H20 0.24353 3.10030 -7.07581
H21 -1.50591 3.22001 -5.34243
H22 -0.95585 2.65061 -2.98985
C26 1.11893 -6.68003 0.87856
C27 -0.34824 -6.25758 0.69974
C28 -1.17280 -6.76486 1.88592
C29 -0.92597 -6.88051 -0.57708
C30 -0.36714 -4.74569 0.61634
C31 -0.61305 -3.93231 1.71844
C32 -0.60750 -2.55517 1.58057
N1 -0.36101 -1.92841 0.43904
C33 -0.07362 -2.68796 -0.61001
C34 -0.06658 -4.07796 -0.56576
C35 0.21938 -2.00951 -1.87261
C36 1.26209 -2.46478 -2.67127
C37 1.48263 -1.89877 -3.92065
C38 0.56706 -0.91993 -4.30385
C39 -0.42745 -0.51335 -3.42396
N2 -0.59204 -1.01433 -2.21249
C40 2.66716 -2.32252 -4.76977
C41 3.04684 -3.79105 -4.53292
C42 2.38731 -2.13516 -6.26181
C43 3.85933 -1.44383 -4.36243
H23 1.18350 -7.76213 0.96439
H24 1.53393 -6.23291 1.78011
H25 1.71876 -6.35938 0.02929
H26 -1.23103 -7.84945 1.84429
H27 -2.18223 -6.36204 1.84298
H28 -0.71942 -6.49430 2.83526
H29 -0.98839 -7.95957 -0.46076
H30 -0.30677 -6.68013 -1.44697
H31 -1.92735 -6.49660 -0.76156
H32 -0.82643 -4.35260 2.68638
H33 -0.81404 -1.94255 2.43926
H34 0.13367 -4.61854 -1.47637
H35 1.89682 -3.24805 -2.28867
H36 0.61896 -0.45832 -5.27539
H37 -1.14377 0.23441 -3.73157
H38 2.18990 -4.44578 -4.67750
H39 3.45015 -3.94739 -3.53517
H40 3.82057 -4.07971 -5.24173
H41 1.50326 -2.69332 -6.55942
H42 3.23299 -2.50306 -6.83646
H43 2.24658 -1.08752 -6.51120
H44 4.04684 -1.51908 -3.29356
H45 3.66707 -0.40233 -4.60658
H46 4.75165 -1.76604 -4.89372
O3 -0.96727 -0.42871 3.70688
C44 -2.46838 -0.22965 1.88046
O4 -2.49662 -0.07398 0.66619
C45 -3.39616 -1.19293 2.49272
C46 -3.88327 -1.14543 3.79495
C47 -4.64228 -2.17673 4.33539
C48 -4.85824 -3.28195 3.54478
O5 -5.48631 -4.44477 3.85044
C49 -5.46856 -5.22509 2.67332
O6 -4.71612 -4.55082 1.68500
C50 -4.38579 -3.33980 2.22746
C51 -3.68856 -2.30477 1.67136
H47 -3.69504 -0.27657 4.39704
H48 -5.03281 -2.12524 5.33801
H49 -6.50120 -5.37452 2.31916
H50 -5.01032 -6.20032 2.88848
H51 -3.32170 -2.33283 0.65879
O7 -0.30757 0.67889 1.79352
C52 -1.29626 0.45863 2.64870
C53 0.39526 -0.45955 4.10528
C54 0.92476 0.85216 4.67120
C55 0.11536 1.37533 5.86152
C56 -0.96096 2.39746 5.48756
C57 -2.10654 1.84287 4.62575
N3 -1.77559 1.72784 3.21318
H52 1.02017 -0.75617 3.25083
H53 0.41941 -1.24917 4.86223
H54 0.91607 1.58620 3.86868
H55 1.96177 0.66917 4.96448
H56 0.79485 1.85574 6.56979
H57 -0.35330 0.53444 6.37770
H58 -0.50039 3.24319 4.98079
H59 -1.41175 2.76118 6.41583
H60 -2.96076 2.51773 4.71618
H61 -2.38116 0.87863 5.06204
H62 -2.47490 2.12145 2.60013

Mulliken population analysis, charges in e, atoms 1 to 99: 2.02 -0.02 1.91 -2.05 1.77 -1.10 0.48 -0.30 -0.78 -0.52 -0.81 -0.72 0.60 -0.56 -0.43 -0.83 -1.18 -0.26 0.21 -0.51 -0.75 -0.57 -0.80 -0.56 0.77 -0.62 -0.72 -0.81 -0.89 -0.77 0.92 1.05 0.43 0.44 0.41 0.45 0.40 0.47 0.42 0.37 0.41 0.64 0.43 0.45 0.44 0.48 0.44 0.24 0.51 0.43 0.52 0.72 -1.68 2.19 -1.98 -1.76 0.96 -0.88 -1.28 0.62 -0.69 -1.27 0.53 -1.32 0.40 0.11 -1.67 -0.26 2.27 -1.91 -1.96 -1.52 0.43 0.39 0.36 0.48 0.41 0.33 0.48 0.38 0.39 0.61 0.50 0.73 0.67 0.45 0.77 0.40 0.38 0.47 0.43 0.46 0.31 0.33 0.11 0.52 -0.47 -0.29 -0.74